DFT (ωB97M-V/def2-TZVPD) results for a 12-piece molecular cluster, C46H96N2O26P2S7 overall at a distorted geometry.

Summary:
ΔE to the lowest compared entry with this formula, charge and spin	3.298	eV
molecular weight	1379.68	g mol⁻¹
HOMO energy	-7.8	eV

Each line ends with the Löwdin charge.
CARTESIAN COORDINATES (ANGSTROEM)
C: -6.13 6.19 3.60  -0.059
H: -1.36 7.09 3.62  0.121
H: 1.44 -2.54 -2.18  0.072
P: -2.76 4.37 2.55  0.634
H: 5.87 -3.57 3.31  0.097
C: 5.78 -0.65 -2.80  -0.244
H: -6.19 -1.07 -3.78  0.112
C: -2.06 6.69 5.59  -0.067
H: 2.95 4.17 -1.33  0.113
H: -6.93 1.07 -0.59  0.128
H: -0.41 -1.48 -3.58  0.089
C: 4.15 0.83 3.81  -0.212
S: -6.27 3.96 -0.05  0.691
C: 4.56 2.79 -1.26  -0.215
C: 5.64 -0.65 -4.34  -0.148
H: 4.48 -3.85 -2.83  0.102
O: 0.39 -0.05 1.28  -0.029
S: 1.74 2.16 4.20  0.707
H: 5.62 -1.98 -1.15  0.097
H: 2.61 1.35 2.07  0.081
H: 2.31 0.04 -0.40  0.095
C: 0.41 -2.88 -2.11  -0.191
H: -2.40 7.67 5.92  0.080
H: -5.55 6.96 4.12  0.069
H: 4.62 -0.09 3.46  0.078
H: 2.56 2.12 6.56  0.101
H: 1.20 -0.53 -5.95  0.124
C: -2.12 6.48 4.10  -0.293
C: -0.63 4.09 -0.59  -0.038
O: 3.16 -1.70 -5.00  -0.354
O: -4.24 5.09 2.50  -0.193
H: 4.94 2.05 -0.55  0.095
O: -4.15 -1.10 2.06  -0.339
H: 0.67 -6.70 1.26  0.057
H: 3.54 0.05 5.76  0.113
H: -8.09 3.48 -1.33  0.110
H: 2.12 0.37 -4.97  0.066
O: 0.61 1.39 4.67  -0.339
C: -3.43 -0.89 -4.41  -0.223
H: -1.33 -5.12 -3.52  0.096
S: 4.47 -2.11 -4.60  0.723
H: 0.19 4.99 1.30  0.115
H: 1.92 0.99 -6.35  0.151
C: -5.57 -1.68 -5.79  -0.187
H: 3.56 -2.43 -2.46  0.068
C: 5.61 -3.95 4.30  -0.269
C: -3.14 -4.14 -0.13  -0.203
H: -3.34 -1.28 -3.40  0.082
H: 4.49 2.30 -2.23  0.093
H: -2.23 -4.67 -0.39  0.081
H: -4.49 -3.64 2.90  0.091
H: -5.73 -4.01 1.71  0.101
C: -0.51 -2.52 -3.26  -0.172
C: -4.69 -3.72 1.83  -0.200
H: 3.52 3.08 5.56  0.097
C: -1.23 0.36 -0.54  -0.295
C: -6.58 1.69 -1.41  -0.227
H: -2.77 5.98 6.01  0.076
C: -0.21 1.01 -2.66  -0.383
H: -4.54 0.75 -3.60  0.074
O: -1.99 5.09 3.83  -0.189
S: 0.63 -4.74 -2.11  0.731
H: -1.81 1.45 2.87  0.064
O: 3.31 -3.98 2.09  -0.179
H: -1.09 -3.50 -5.25  0.086
H: 5.64 5.60 0.64  0.104
H: 5.14 0.22 -4.77  0.092
H: 1.12 -8.42 1.30  0.077
O: -5.91 5.29 -0.39  -0.310
H: 5.27 -2.87 6.13  0.074
O: -3.12 -2.58 -6.58  -0.336
H: 0.30 3.62 -0.92  0.057
H: -2.56 0.17 1.99  0.046
H: 0.16 -2.62 -1.08  0.094
P: 3.78 -5.33 2.82  0.562
H: 5.08 -3.75 1.04  0.104
H: 3.79 -3.87 -0.03  0.109
H: -2.13 -2.45 0.66  0.099
H: -3.95 -5.67 1.04  0.111
S: 5.82 4.07 -1.14  0.713
C: 0.22 0.21 0.07  -0.283
C: 3.33 3.50 -0.57  -0.219
O: -3.92 -3.47 -4.41  -0.329
H: 6.56 -0.92 -4.86  0.100
H: -0.42 3.40 1.47  0.095
H: 2.22 0.12 3.21  0.081
H: -3.82 -4.38 -0.95  0.118
C: 3.80 4.28 0.64  -0.208
H: 4.30 -1.65 2.04  0.052
H: 4.93 -0.15 -2.34  0.095
S: -4.41 -2.08 1.03  0.731
C: -0.33 -3.58 -4.47  -0.174
O: 5.21 -3.07 -5.43  -0.349
H: 4.90 1.18 5.83  0.119
C: -4.86 2.69 -0.05  -0.173
H: -1.30 3.30 -0.93  0.062
H: -4.67 2.05 -2.14  0.099
H: 2.73 -7.95 3.16  0.110
C: 1.47 -7.40 1.49  -0.070
O: 4.65 -6.26 2.05  -0.235
C: -5.93 -0.62 -4.74  -0.205
H: -1.54 -2.69 -2.96  0.086
H: -6.66 3.58 -2.32  0.108
O: 4.48 -4.81 4.25  -0.199
H: 2.81 -1.68 1.26  0.068
C: 3.97 0.95 5.31  -0.219
H: -2.06 -0.16 3.41  0.135
C: -3.60 -4.66 1.28  -0.192
H: 3.50 3.77 1.55  0.091
C: -5.22 5.01 3.49  -0.321
H: 0.61 -3.49 -5.01  0.099
O: 5.61 5.23 -2.04  -0.345
H: -2.79 -4.79 2.00  0.114
H: -3.07 6.84 3.68  0.102
H: -4.44 0.86 -5.28  0.119
S: -3.86 -2.39 -5.35  0.679
C: 4.52 -2.76 -2.85  -0.181
C: -1.31 0.68 -1.96  -0.029
C: -0.28 -4.93 -3.75  -0.188
O: -5.53 -1.94 0.08  -0.350
C: 1.24 0.83 -2.06  -0.322
H: -1.01 0.21 2.14  0.039
H: -2.91 -1.93 -0.84  0.082
H: 3.22 5.20 0.58  0.116
O: -2.18 0.09 0.19  -0.040
H: -2.49 -0.58 -4.87  0.099
H: 6.46 -4.53 4.66  0.123
C: -0.61 4.34 0.94  -0.247
C: 3.86 -1.94 1.09  -0.043
O: -0.09 -5.31 -0.99  -0.345
H: -7.03 5.87 4.13  0.092
H: 4.86 1.58 3.46  0.110
C: -5.11 1.74 -1.20  -0.249
H: -1.05 6.52 5.96  0.079
H: -0.82 5.03 -1.10  0.086
C: 5.71 -2.00 -2.24  -0.242
H: -3.92 3.23 -0.16  0.084
C: 5.31 4.56 0.55  -0.192
O: 2.32 -5.95 3.30  -0.169
H: -5.87 4.17 3.21  0.103
H: -6.84 1.17 -2.34  0.108
O: 7.10 3.34 -1.18  -0.367
H: 2.17 -7.15 0.70  0.069
H: -4.65 2.23 0.92  0.095
C: 1.37 0.38 -0.79  -0.042
O: 2.05 -5.03 -2.37  -0.350
O: -2.84 2.89 2.74  -0.250
H: -6.71 0.07 -5.05  0.115
H: 6.71 -0.17 -2.48  0.128
H: 4.39 -2.20 4.69  0.062
H: 2.55 2.80 -0.28  0.084
N: -1.85 0.46 2.64  0.268
H: 5.93 3.86 1.11  0.092
C: 2.78 1.05 3.10  -0.187
H: -6.29 -2.50 -5.87  0.100
O: 1.60 3.48 3.61  -0.343
C: -4.58 0.12 -4.49  -0.201
C: 1.94 -7.24 2.95  -0.317
O: -0.46 1.54 -3.80  -0.075
C: -2.97 -2.63 -0.01  -0.212
O: -1.89 4.93 1.20  -0.201
H: -2.29 0.78 -2.41  0.097
C: 5.32 -2.64 5.07  -0.066
H: -6.41 6.62 2.63  0.085
H: 6.13 -1.92 4.99  0.076
H: -5.40 -1.14 -6.72  0.099
H: 1.14 -7.69 3.55  0.115
H: 0.21 -5.77 -4.24  0.101
O: 2.30 0.70 -2.82  -0.103
C: -7.06 3.12 -1.41  -0.233
C: 4.03 -3.48 0.96  -0.248
H: -4.63 0.79 -0.96  0.105
C: 3.01 2.12 5.56  -0.209
O: -7.16 3.80 1.11  -0.340
H: 6.60 -2.56 -2.54  0.127
H: 4.18 -1.34 0.23  0.059
H: 0.69 0.74 -5.06  0.066
H: -4.83 4.81 4.48  0.122
N: 1.41 0.42 -5.69  0.307

DFT (ωB97M-V/def2-TZVPD) results for C47H105F6N3NiO19 as an isolated structure at a distorted geometry.

Summary:
ΔE to the lowest compared entry with this formula, charge and spin	0.000	eV
molecular weight	1189.04	g mol⁻¹
HOMO energy	-8.0	eV
multiplicity	3
<S²>	2.003

Each line ends with the Mulliken spin population.
CARTESIAN COORDINATES (ANGSTROEM)
H: -0.60 1.56 -4.45  0.001
O: 1.37 4.86 -3.29  0.000
H: -5.71 -3.33 2.46  0.000
O: -0.10 -2.37 4.18  0.000
C: 6.24 0.77 -0.94  0.000
H: -3.87 -7.14 -0.01  0.000
O: -0.50 4.68 -5.56  0.000
H: -2.86 2.63 0.22  0.000
H: -0.62 -5.25 2.35  0.000
C: -2.90 1.90 -0.59  -0.010
C: 0.04 -3.03 5.40  0.000
C: 1.30 8.31 -0.83  0.000
H: 1.97 0.49 -0.91  -0.004
Ni: -0.70 0.00 0.28  1.851
F: -2.27 3.45 2.94  0.000
O: 0.04 1.58 4.11  -0.001
H: -0.04 -6.77 2.92  0.000
H: -0.35 -6.05 -1.47  0.000
H: -2.71 1.30 4.96  0.000
C: 1.61 7.73 -3.92  0.000
H: 2.25 1.12 6.66  0.000
C: -3.08 -2.86 -1.87  0.001
H: -0.99 -8.09 -2.22  0.000
O: 1.24 -8.30 0.80  0.000
H: -0.82 5.94 -3.34  0.000
H: -2.53 -6.94 -1.11  0.000
H: -1.25 -2.48 -3.10  0.003
F: -0.79 4.28 4.20  0.000
H: -0.73 4.90 -0.07  0.000
H: -2.32 -6.66 1.87  0.000
H: 5.61 3.76 -0.96  0.000
C: 1.30 0.93 6.15  0.000
O: 0.14 -1.49 1.60  0.047
H: 3.44 2.27 -4.18  0.000
H: -0.08 -1.89 2.44  -0.004
F: -0.62 4.56 2.16  0.000
H: -0.37 -4.76 -0.33  0.000
H: 0.39 -10.88 0.14  0.000
H: -1.66 6.19 -1.83  0.000
H: 6.94 0.03 -0.55  0.000
C: 0.08 -6.05 2.11  0.000
H: -2.46 -0.74 -4.94  0.000
H: -3.23 -3.39 3.44  0.000
H: 0.80 2.63 -4.69  0.000
H: 1.95 -2.56 1.79  0.000
H: 0.97 -3.60 5.34  0.000
H: 2.73 1.46 1.39  -0.002
H: 5.97 1.57 1.06  0.000
H: -0.23 3.92 -1.44  -0.001
H: 6.97 1.54 -1.17  0.000
N: 1.62 5.77 -2.28  0.000
H: 0.63 -8.45 -1.69  0.000
N: 3.42 1.78 -1.15  -0.001
H: 1.05 -5.83 -0.53  0.000
C: -0.17 2.34 -5.08  0.000
H: 0.54 0.91 6.93  0.000
C: -3.79 0.77 -0.04  -0.001
H: -0.93 7.51 -2.38  0.000
H: 3.72 5.94 -4.00  0.000
O: -2.36 -3.18 5.75  0.000
H: 2.09 0.44 -3.17  -0.001
C: 4.22 2.22 0.00  0.000
C: 1.57 -1.57 1.53  -0.007
H: 4.98 0.30 0.74  0.000
O: -1.71 1.39 -1.18  0.033
H: -3.55 0.50 3.67  0.000
C: 3.77 6.72 -3.24  0.000
H: 0.91 4.28 -0.18  0.000
H: 2.08 -1.99 -0.64  -0.001
H: 0.65 8.20 -3.69  0.000
O: -1.03 -1.50 -1.34  0.028
H: 5.18 2.14 -4.11  0.000
H: -4.31 0.33 -0.89  0.000
H: -3.46 2.32 -1.43  0.001
C: 3.32 2.37 1.28  0.002
C: 0.41 6.04 -1.51  0.000
C: -3.22 -0.80 -4.16  -0.001
C: -0.96 3.64 3.04  0.001
H: -1.16 5.15 -6.07  0.000
H: 5.15 3.88 0.75  0.000
H: -1.98 0.70 -1.79  -0.004
H: -2.29 -5.50 0.51  0.000
C: 4.80 3.63 -0.25  0.000
H: -3.45 -0.85 6.48  0.000
H: -3.52 -0.76 1.15  -0.003
O: -0.04 2.05 -6.48  0.000
C: 4.29 2.30 -3.49  0.000
C: -3.96 -0.40 5.63  0.000
H: 0.92 5.39 -3.95  0.000
C: -4.81 -2.94 1.97  0.000
O: -2.30 -3.22 1.63  0.002
C: -3.05 0.32 4.62  0.000
O: -4.68 -1.46 4.92  0.000
N: -0.11 -8.13 0.71  0.000
H: 5.18 -0.71 -2.06  0.000
O: -1.84 -0.47 4.32  0.002
H: -0.33 7.37 0.03  0.000
C: 1.13 1.92 4.98  0.001
C: 0.10 4.71 -0.75  0.000
H: -0.88 -10.51 1.34  0.000
H: 2.05 1.84 4.40  0.000
C: -0.75 6.43 -2.37  0.000
H: 1.49 -0.07 5.75  0.000
H: -0.25 -9.76 -2.30  0.000
H: 3.10 -0.78 -2.48  0.000
H: 3.03 8.86 -1.88  0.000
H: -0.68 -1.64 4.42  0.000
C: -0.78 -9.06 -0.27  0.000
H: -5.12 -2.06 5.53  0.000
C: -1.88 -1.99 -2.36  0.004
H: -0.90 -4.76 6.31  0.000
C: 5.37 1.19 0.23  0.000
C: -2.80 -7.35 -0.14  0.000
C: -1.15 3.52 -4.97  0.000
H: -2.89 -9.27 -0.91  0.000
H: 1.18 6.56 0.47  0.000
H: 1.40 -8.46 1.73  0.000
H: -4.58 0.34 6.14  0.000
O: -4.97 -1.53 2.27  0.001
H: -2.29 -3.59 0.74  0.000
H: 3.09 -0.81 -0.03  0.001
C: -1.18 -4.01 5.58  0.000
H: 2.29 8.53 -4.21  0.000
H: -3.26 1.39 -4.08  0.000
C: 5.33 0.37 -2.11  0.000
H: 1.50 8.92 0.05  0.000
C: -1.97 -6.48 0.85  0.000
H: 0.72 8.94 -1.50  0.000
O: 1.34 -0.05 -0.42  0.011
H: 0.92 2.87 5.46  0.000
O: 2.33 2.57 -1.39  -0.001
F: -4.12 -2.16 -1.40  0.000
C: -2.33 -8.81 -0.09  0.000
H: 3.55 0.00 -3.98  0.000
O: -2.52 -0.76 -2.85  0.004
H: 0.71 2.61 -6.70  0.000
C: -3.46 -3.60 2.40  0.000
H: -3.48 -4.68 2.29  0.000
H: -1.27 -11.38 -0.08  0.000
C: -0.65 -10.56 0.27  0.000
F: -2.70 -3.72 -0.95  -0.002
O: -0.53 1.35 1.92  -0.011
C: 2.06 -1.15 0.06  -0.001
H: 0.09 -2.46 6.32  0.000
O: -2.93 -0.16 0.70  0.043
H: 1.13 -5.80 2.05  0.000
H: 3.92 2.44 2.18  0.000
H: 4.05 4.37 -0.50  0.000
H: -4.58 0.68 -3.17  0.000
H: 2.67 3.24 1.14  0.000
C: 3.13 0.18 -2.99  0.002
H: -4.48 0.61 -4.97  0.000
H: 1.40 7.12 -4.81  0.000
F: -3.52 -3.61 -2.86  0.001
H: 2.67 3.40 -1.73  0.000
H: -2.59 -9.31 0.84  0.000
C: -0.39 -8.85 -1.72  0.000
H: -2.42 -2.57 5.00  0.000
H: 3.27 7.49 -0.85  0.000
C: -3.93 0.54 -4.04  0.000
C: 2.58 7.91 -1.58  0.000
C: 4.07 1.20 -2.39  -0.001
H: 5.99 0.54 -2.97  0.000
H: -4.79 -1.42 3.21  0.000
C: -0.47 -6.66 0.78  0.000
H: 4.18 7.56 -3.81  0.000
C: -0.04 -5.79 -0.46  0.000
H: -1.43 3.74 -3.94  0.000
H: 2.04 -0.91 2.27  0.000
H: -1.40 -4.63 4.71  0.000
H: 4.53 3.26 -3.05  0.000
C: 0.63 7.03 -0.35  0.000
H: 0.82 2.65 2.56  -0.001
C: 2.34 6.95 -2.80  0.000
C: -0.16 2.34 2.91  0.012
H: -1.19 0.13 3.93  0.001
H: -4.47 1.23 0.67  0.001
H: 4.39 6.41 -2.40  0.000
H: -4.96 -3.06 0.90  0.000
H: -3.85 -1.69 -4.30  0.000
H: -2.01 3.32 -5.60  0.000

Q: Among the records above, which one has the highest ΔE to the lowest compared entry with this formula, charge and spin?
A: C46H96N2O26P2S7

Q: Look up the HOMO energy of the second one.
A: -8.0 eV

Q: Look up the molecular weight of the second one.
A: 1189.04 g mol⁻¹

Q: Which of these has the lowest molecular weight?
A: C47H105F6N3NiO19